Here is a 2-piece molecular cluster, C20H43ClN2 overall in a non-equilibrium geometry from OMol25. Energies are from the ωB97M-V functional and the def2-TZVPD basis.

Each line ends with the Mulliken charge.
Element x y z (Å)
Cl: -2.907 5.138 0.479  -0.328
N: -3.025 2.997 -1.157  0.258
N: 0.001 -3.639 1.753  0.301
C: 2.607 -4.631 3.422  -1.180
C: -3.086 4.496 -1.252  -0.915
C: -0.938 -3.517 0.555  -0.685
C: 2.995 3.346 -1.679  -0.772
C: -1.784 4.917 -2.064  -0.693
C: 0.819 -2.365 1.882  -0.521
C: 0.922 -4.813 1.442  -0.611
C: -0.042 -1.116 1.943  -0.935
C: -0.962 -1.015 0.741  0.077
C: -0.799 -3.917 2.986  -1.120
C: 2.316 -0.174 -2.386  -0.779
C: 2.011 4.465 -1.156  -0.755
C: 1.626 -5.480 2.618  -0.500
C: -4.050 2.405 -2.032  -0.546
C: -4.716 1.215 -1.247  -0.944
C: -0.504 4.255 -1.493  -0.557
C: 0.831 4.731 -2.161  -0.498
C: 3.195 0.726 -1.455  -0.449
C: -1.804 -2.270 0.600  -0.720
C: 2.449 2.032 -1.067  0.103
H: -0.528 3.153 -1.562  0.092
H: 4.210 0.882 -1.856  0.341
H: -0.304 -3.506 -0.333  0.445
H: 4.012 3.590 -1.324  0.329
H: -1.671 6.011 -1.947  0.483
H: 1.053 4.157 -3.075  0.292
H: 3.199 -5.273 4.074  0.421
H: -0.430 4.504 -0.418  0.292
H: -5.126 1.552 -0.282  0.318
H: -0.133 -3.930 3.844  0.360
H: -1.553 -4.417 0.539  0.461
H: -0.625 -1.098 2.869  0.307
H: 1.596 4.063 -0.212  0.382
H: -0.366 -0.868 -0.166  -0.356
H: 2.189 -6.317 2.195  0.418
H: 2.159 0.258 -3.384  0.342
H: -3.157 2.699 -0.200  0.076
H: -1.293 -4.878 2.861  0.358
H: -1.536 -3.134 3.124  0.465
H: 0.790 5.819 -2.346  0.342
H: 2.961 3.348 -2.784  0.331
H: 2.538 2.150 0.031  0.254
H: -2.527 -2.330 1.417  0.279
H: 0.612 -0.242 1.979  0.502
H: 1.425 -2.444 2.780  0.230
H: -3.920 0.466 -1.088  -0.006
H: 1.641 -4.462 0.702  0.398
H: -4.782 3.174 -2.335  0.432
H: -3.578 2.030 -2.965  0.201
H: 0.293 -5.564 0.961  0.383
H: 1.365 1.995 -1.278  -0.190
H: 2.818 -1.150 -2.522  0.342
H: 1.478 -2.325 1.013  0.460
H: -1.607 -0.140 0.837  0.361
H: -5.511 0.783 -1.879  0.393
H: 1.364 -0.323 -1.845  -0.047
H: -1.994 4.620 -3.107  0.266
H: 2.098 -3.918 4.072  0.290
H: 3.295 -4.090 2.771  0.299
H: 3.315 0.145 -0.515  0.169
H: -2.392 -2.218 -0.318  0.442
H: 2.570 5.379 -0.895  0.495
H: 0.897 -5.936 3.291  0.317

Output
Total charge: 0
Lowest unoccupied orbital energy in eV: -0.9
Largest force on an atom in eV/Å: 1.91
Relative energy (zero: lowest compared OMol25 entry of this formula, charge and spin) in eV: 0.000